Entry from OMol25: a 2-piece molecular cluster, C5H10N2O3 overall (ωB97M-V/def2-TZVPD).

The value obtained for the LUMO energy is -0.39 eV. The orbital gap comes out at 0.3502 hartree. Its spin multiplicity is 1. The largest force on an atom comes out at 1.24 eV Å⁻¹. As for the total energy: -14464.8265 eV. Its SMILES is C=C[N+](=O)[O-].CC(C)=NO. The energy above the lowest of the compared OMol25 structures with the same formula, charge and spin comes out at 610.3 kJ/mol.

```
20
Properties=species:S:1:pos:R:3:forces:R:3:lowdin_charge:R:1
H -0.08980 -1.45002 1.36898 -0.21 0.08 -0.11 0.05
H 0.10744 -1.58644 -1.13724 0.08 -0.04 -0.07 0.12
N -0.73847 1.00104 1.45604 0.55 -0.07 0.86 0.01
O 2.03712 -2.41739 -2.29954 -0.02 0.01 -0.37 0.07
H -2.46674 0.52785 -0.55777 -0.08 -0.01 -0.07 0.08
C 0.85914 -1.92715 -0.44200 -0.97 0.44 0.63 -0.09
H -1.86045 0.42406 2.86180 0.19 0.10 -0.25 0.09
H 1.57673 -2.23034 1.49018 0.11 -0.06 0.01 0.08
C 0.62897 1.83112 -0.27417 0.08 0.00 0.19 -0.05
O -1.99659 0.58148 1.91865 -0.18 0.14 -0.57 -0.07
H 1.39373 1.73949 0.49121 0.06 0.01 0.02 0.08
C -1.87165 1.43213 -0.67357 -0.13 -0.14 0.26 -0.03
H 0.56280 2.87004 -0.59493 0.03 0.08 -0.07 0.08
C 0.76768 -1.86894 0.87483 0.30 -0.15 -0.16 0.10
N 2.02680 -2.45968 -1.08711 0.39 -0.15 -0.07 -0.42
H 0.90761 1.23237 -1.14001 0.05 -0.03 -0.09 0.08
O 2.91759 -2.90320 -0.39810 0.34 -0.17 0.13 0.07
C -0.69416 1.38644 0.25064 -0.51 -0.10 -0.19 -0.43
H -1.55801 1.54501 -1.70728 0.02 0.01 -0.04 0.08
H -2.50973 2.27214 -0.40061 -0.08 0.05 -0.05 0.09
```
Forces are in eV/Å.

=====

Entry from OMol25: C16H19BN6PdS as an isolated structure (ωB97M-V/def2-TZVPD).

The value obtained for the LUMO energy (spin up / spin down) is 0.43 / -2.88 eV. The orbital gap (spin up / spin down) comes out at 0.3186 / 0.1969 hartree. Its spin multiplicity is 3. The largest force on an atom comes out at 2.51 eV Å⁻¹. As for the total energy: -40831.0071 eV.

```
44
Properties=species:S:1:pos:R:3:forces:R:3:mulliken_spin:R:1
C -0.35733 -1.25858 -3.26331 -1.44 1.54 -0.29 0.00
H -3.06095 -0.25546 1.64964 -0.13 0.25 -0.14 0.01
C -1.31380 0.53479 -4.21644 0.96 -0.95 0.71 0.01
H -2.23518 2.74664 -2.85410 -0.42 0.29 -0.40 0.00
N -2.20459 0.51559 -0.10331 -1.11 1.91 0.44 0.07
H -1.81357 1.24051 -4.86617 0.37 0.11 0.14 0.00
H 1.23391 -4.18392 4.34324 0.14 0.25 -0.14 0.00
H 2.12741 2.15543 0.31446 -0.08 0.11 -0.10 0.00
C 0.67532 -3.03029 1.19223 0.50 -0.13 1.32 -0.07
N 0.39328 2.00565 -0.81610 -0.82 -1.54 0.13 0.00
H -0.61851 -3.61924 2.80796 0.25 -0.01 0.02 0.00
C 0.41326 -3.41277 2.53269 0.60 -0.55 -0.17 0.11
H -4.25441 2.83962 -1.16511 0.36 0.09 0.29 0.00
C -0.73480 -0.70725 -4.51244 0.03 0.47 1.06 0.01
H -4.98284 1.66968 1.22862 0.03 -0.03 -0.19 0.00
C -3.13636 0.49649 0.86845 0.15 0.32 -1.17 -0.01
H -0.58931 -1.13921 -5.47149 0.03 -0.20 -0.50 0.00
H 1.92775 1.21189 3.91713 0.22 0.06 -0.06 0.00
H 2.08841 0.17635 2.49375 0.11 0.07 0.00 0.00
H 2.19638 -2.26530 -0.15399 -0.03 -0.27 0.08 0.00
N -0.76508 -0.44083 -2.26540 1.00 1.06 -2.04 0.09
H 2.14389 4.70433 -0.61778 0.06 0.43 -0.15 0.00
C -4.11673 1.46173 0.61750 -0.26 0.21 0.03 0.01
H 4.08116 -2.86251 1.40542 -0.43 0.18 -0.02 0.00
Pd -1.47268 -1.46709 -0.51804 1.08 0.25 -0.10 1.13
H 3.53561 0.62224 3.40846 0.90 0.27 -0.01 0.00
H -0.10696 4.84019 -2.23008 -0.21 0.40 -0.24 0.00
H 3.61061 -3.82492 3.63920 -0.33 0.18 -0.36 0.00
N -2.52493 1.61316 -0.93237 -0.56 -1.88 0.59 0.00
N -1.21701 0.74496 -2.88315 -0.62 -1.88 0.28 0.00
C 1.99433 -2.68973 0.82651 0.13 -0.35 0.16 0.10
C 0.27456 4.03595 -1.64684 0.37 -0.65 0.50 0.00
H 2.34022 -0.48792 4.09940 0.16 -0.02 0.03 0.00
C 1.46036 -3.73307 3.37694 0.08 0.28 0.40 -0.05
C 2.50236 0.39386 3.48010 -1.41 -0.39 0.02 0.00
H 0.12258 -2.19306 -3.03211 -0.10 -0.14 0.02 0.00
S -0.58450 -3.49711 0.14888 -1.18 0.94 -1.24 0.50
C -3.73102 2.10993 -0.55738 1.00 -0.74 0.68 0.01
C 1.41398 3.95660 -0.84411 -0.46 0.36 -0.42 0.00
N -0.34292 2.81870 -1.60761 0.74 -0.88 0.74 0.00
C 1.42615 2.64782 -0.34773 -0.12 0.53 -0.32 0.00
C 2.78902 -3.52958 2.97688 -0.38 -0.16 -0.31 0.12
C 3.03836 -2.99386 1.70656 0.11 0.20 0.18 -0.05
B -1.62545 2.04958 -2.12895 0.74 0.04 0.54 0.00
```
Forces are in eV/Å.

=====

Entry from OMol25: C45H38IrN8O5P2Se3 as an isolated structure (ωB97M-V/def2-TZVPD).

The value obtained for the LUMO energy (spin up / spin down) is -0.14 / -2.32 eV. The orbital gap (spin up / spin down) comes out at 0.2548 / 0.1739 hartree. Its spin multiplicity is 2. The largest force on an atom comes out at 1.02 eV Å⁻¹. As for the total energy: -286893.4663 eV. The energy above the lowest of the compared OMol25 structures with the same formula, charge and spin comes out at 0.0 kJ/mol.

```
102
Properties=species:S:1:pos:R:3:forces:R:3:mulliken_spin:R:1
H 2.35661 -2.43508 -5.38094 0.00 0.00 0.00 0.00
C -0.21456 -0.60774 -3.14801 -0.04 -0.06 -0.03 0.00
H -4.36023 -0.39503 -5.22959 0.00 0.00 0.00 0.00
C 0.76309 2.90143 -1.28740 -0.09 0.05 -0.04 0.01
O 3.29098 1.91124 0.00699 0.06 0.01 0.18 0.08
C 0.32203 -3.69069 -0.56835 -0.09 0.03 0.04 0.00
C -3.05755 -2.09908 -5.19058 0.01 -0.02 0.00 0.00
O 4.91032 2.37412 -1.30939 0.09 -0.02 -0.10 0.01
H 0.89423 0.76820 6.73287 0.00 -0.01 0.00 0.00
C 1.26120 0.59504 4.64075 0.02 0.01 0.02 0.04
H -0.68153 6.37342 -3.99879 0.00 0.00 0.00 0.00
H 4.75698 3.64044 6.69267 -0.01 0.00 0.00 0.00
N 3.99326 1.61730 -1.11838 0.11 0.35 0.48 0.00
C 0.69385 3.30343 2.06276 0.12 0.10 -0.03 -0.02
C 1.26471 1.21734 3.38722 0.04 0.00 -0.01 0.01
Se -3.35427 -3.92646 0.19326 0.04 0.03 0.03 0.00
C -3.84213 -1.11444 -4.60856 -0.01 0.01 0.02 0.00
H 1.56420 -0.44270 4.68051 0.01 -0.01 0.01 0.00
C 4.23128 1.00849 6.75724 -0.02 0.02 0.00 0.00
C 0.77126 -0.98539 -5.30586 0.00 0.00 0.01 0.00
O 3.66611 0.68735 -1.81006 -0.18 -0.20 -0.08 0.00
H -5.87299 -2.78605 0.63220 0.00 0.00 0.00 0.00
H -0.36796 5.30009 -1.78399 0.00 0.00 0.00 0.00
H 4.99174 -2.12452 4.51648 -0.02 0.00 0.01 0.00
N -1.32127 0.84659 0.99928 0.02 -0.07 0.09 -0.01
H -0.79817 0.42971 -4.92370 0.01 0.01 0.00 0.00
C 1.00072 2.90777 -3.74959 0.03 0.00 0.01 0.00
C 0.46111 3.22719 4.46587 0.01 -0.02 0.00 -0.03
H -0.16894 -6.66051 -2.11005 0.00 0.00 0.00 0.00
C 0.05844 -5.45170 1.04586 0.01 0.02 0.01 0.00
H -1.82137 -3.81854 -4.83796 -0.01 0.00 0.01 0.00
C -6.26542 0.96385 -0.18244 0.00 0.00 0.00 0.00
H 0.39416 -3.39754 1.55999 0.00 0.00 0.00 0.00
C 0.16922 -4.60961 -1.60078 0.01 0.04 -0.04 0.00
H -2.95323 -2.14362 -6.26721 0.00 0.00 0.00 0.00
H -0.27917 -7.40971 0.24079 0.00 0.00 0.00 0.00
C -2.42244 -3.03688 -4.38956 0.00 0.02 -0.03 0.00
C -2.56390 -2.97719 -3.01342 -0.07 -0.08 -0.01 0.00
C -0.70562 -0.94279 -0.11313 0.16 0.00 -0.02 -0.01
H 0.82903 -0.75584 -6.36234 0.00 0.00 0.00 0.00
H 0.34105 4.32912 2.10930 0.00 0.00 0.00 0.00
C -0.14099 -0.31986 -4.50285 -0.01 0.00 0.01 0.00
H 1.49028 1.94744 -3.65809 -0.01 -0.01 -0.01 0.00
H -2.12443 -3.73599 -2.38208 0.06 -0.04 0.02 0.00
H -4.61446 -0.29112 -2.79591 0.00 0.00 -0.01 0.00
P -3.43702 -1.97856 -0.59401 0.00 -0.03 -0.03 0.00
H -4.25569 0.87233 -0.89356 0.00 0.01 0.02 0.00
C -2.09159 -0.90629 -0.01596 -0.09 0.05 0.02 0.00
C -0.04306 -5.94732 -1.30623 -0.01 -0.01 0.01 0.00
C 4.59189 -1.26130 3.98806 -0.01 -0.01 -0.01 0.00
H 4.24902 -1.19585 6.77934 0.01 0.00 0.00 0.00
H 5.25487 -0.97841 3.17384 0.02 -0.01 0.01 0.00
H 0.00316 -5.77744 2.07580 0.00 0.00 0.00 0.00
C -7.18206 -1.07833 0.69096 0.00 -0.01 0.00 0.00
H -8.24408 0.78170 0.62727 0.00 0.00 0.00 0.00
C 0.22264 4.75317 -5.07791 0.00 0.00 0.00 0.00
H 0.18366 3.14787 6.58542 0.00 0.00 0.00 0.00
N -0.28522 0.17303 0.53704 0.14 0.29 0.03 0.03
C 4.32901 3.31144 5.74747 0.00 0.00 0.00 0.00
H 4.09277 1.36890 7.76054 0.01 0.00 0.00 0.00
C -4.93881 -1.04592 -0.18394 -0.03 -0.03 -0.01 0.00
C -3.32538 -1.97599 -2.41825 -0.02 -0.04 0.00 0.00
C 0.62131 -1.57659 -2.60476 0.03 0.03 -0.01 0.00
C 0.83896 2.56006 3.29429 -0.03 -0.03 0.04 0.02
Se 4.76071 1.79510 2.83401 0.03 0.13 0.01 0.00
C -0.10347 -6.36619 0.01422 0.00 0.00 -0.01 0.00
H 0.13118 4.25603 4.38477 0.00 0.00 0.00 0.00
C 4.30622 -0.24720 6.27672 0.00 -0.01 -0.02 0.00
H 0.09137 5.22267 -6.04451 0.00 0.00 0.00 0.00
H 4.90637 3.70796 4.91563 0.00 0.00 0.01 0.00
O 1.67636 0.44912 2.37618 0.26 0.15 -0.04 0.20
N 0.92234 2.82865 0.90316 -0.05 -0.04 -0.05 0.02
C 0.83275 3.51038 -4.98704 0.00 0.00 0.00 0.00
Ir 1.58790 0.97819 0.51581 -0.73 -0.47 -0.53 0.56
C 0.56070 3.55453 -2.59927 0.00 -0.01 0.00 0.01
P 0.59732 -1.93399 -0.84565 -0.11 -0.08 0.03 0.01
N 4.37683 1.86520 5.68353 0.03 0.00 -0.01 0.00
C 0.27443 -4.11636 0.75864 -0.02 -0.01 0.00 0.00
H 3.61340 -1.49744 3.56549 0.01 0.01 -0.01 0.00
H -6.36405 2.01931 -0.40002 0.00 0.00 0.00 0.00
C 0.48747 2.60940 5.69798 -0.01 0.03 0.01 0.06
C -0.21142 5.40125 -3.92774 0.00 0.00 0.00 0.00
C -3.98187 -1.05241 -3.22829 0.11 0.07 0.00 0.00
H 0.20713 -4.28542 -2.63193 -0.02 0.01 -0.01 0.00
O 1.01741 1.61655 -1.32155 0.31 -0.21 0.12 0.04
N -2.41134 0.20307 0.69425 0.02 0.02 0.00 0.01
C 1.55944 -2.22592 -3.40780 0.05 0.03 0.02 0.00
C 0.88494 1.27680 5.77763 0.02 -0.03 0.00 -0.03
C 1.62671 -1.93514 -4.75828 -0.01 0.01 -0.01 0.00
Se 2.41768 -1.38854 0.17791 -0.05 0.11 -0.14 -0.01
H 3.30003 3.66236 5.66355 -0.01 0.00 -0.01 0.00
C -5.07870 0.31363 -0.47093 0.00 0.00 0.01 0.00
N 4.49634 -0.14827 4.91175 -0.02 0.01 0.01 0.00
C 4.53713 1.15753 4.53538 0.00 -0.11 0.02 0.00
C -7.31919 0.26802 0.39800 0.00 0.00 0.00 0.00
H 1.18745 3.01252 -5.88063 0.00 0.00 0.00 0.00
H -0.92010 -0.07857 -2.52213 0.00 0.01 0.00 0.00
N 0.68062 3.61719 -0.20876 -0.04 -0.01 0.01 -0.01
H 2.25125 -2.93759 -2.97235 0.00 0.00 0.00 0.00
C -0.04037 4.80737 -2.68886 -0.02 -0.01 -0.01 0.00
C -5.99331 -1.73512 0.40141 -0.01 -0.01 -0.02 0.00
H -7.99724 -1.62268 1.14924 0.00 0.00 0.00 0.00
```
Forces are in eV/Å.

=====

Entry from OMol25: a 2-piece molecular cluster, C23H19Cl2FO4S overall (ωB97M-V/def2-TZVPD).

The value obtained for the LUMO energy is -2.02 eV. The orbital gap comes out at 0.2180 hartree. Its spin multiplicity is 1. The largest force on an atom comes out at 1.81 eV Å⁻¹. As for the total energy: -70943.3591 eV.

```
50
Properties=species:S:1:pos:R:3:forces:R:3:lowdin_charge:R:1
C 0.94847 0.99133 0.70934 -0.99 -0.40 -0.45 -0.21
H -1.59768 -4.27080 -0.14442 0.26 -0.04 -0.10 0.11
C 1.71943 -3.76014 0.52146 -0.33 -0.27 -0.02 -0.10
C -0.37952 -2.71678 -0.99685 0.30 0.57 0.44 0.00
H 2.93054 -2.21431 -0.35501 -0.31 0.07 0.29 0.13
H 0.30603 -2.48430 6.02359 -0.10 0.27 -0.25 0.11
C -0.23712 1.04229 -4.53730 -0.42 0.17 0.27 -0.10
H -1.14657 -2.38061 -1.68573 0.00 -0.05 0.32 0.11
C -0.69954 4.21671 -2.10915 -0.30 0.17 -0.10 -0.06
Cl 0.15601 -5.69755 1.56337 -0.05 -0.34 0.42 0.72
C -2.14597 0.61975 -3.08536 0.47 0.12 -0.24 -0.08
C 1.28726 2.37824 0.26004 -0.21 0.57 0.40 -0.48
C 0.83482 -1.97370 -0.89690 0.03 -1.40 0.65 -0.21
H -1.71721 -0.47056 -1.28650 0.01 0.39 -0.12 0.09
C 1.92664 -2.62792 -0.24888 -0.50 0.65 0.19 -0.01
O -1.63519 0.28209 0.87568 0.16 0.59 -0.06 -0.32
O -0.98136 2.33753 2.17878 0.17 -0.26 -0.40 -0.29
H -3.20968 0.68812 -2.87794 0.18 0.07 -0.09 0.11
H 1.67430 0.35538 -3.81371 -0.32 0.09 0.03 0.12
C 0.26016 -2.22990 3.88042 -0.19 0.33 -0.07 -0.06
C -0.40846 -0.04360 3.09923 0.43 -0.05 0.18 -0.27
H -1.61460 4.40121 -1.53854 0.10 -0.05 -0.09 0.09
F 1.94124 0.40331 1.39489 0.24 -0.05 0.34 0.03
H -0.85626 3.33447 -2.73798 0.11 0.10 0.16 0.06
H 1.40723 3.92530 -1.75269 -0.11 0.01 0.27 0.13
H 0.13219 1.41986 -5.48713 0.06 -0.03 0.24 0.11
H 0.58729 -3.24754 3.65321 -0.10 0.32 0.17 0.09
H 1.87771 -0.08281 -1.14723 0.02 -0.72 -0.70 0.12
C 0.09004 -1.79590 5.20246 0.02 -0.03 -0.20 -0.07
C -0.61502 -3.80711 -0.17681 0.38 -0.09 -0.15 -0.08
C 0.47505 4.04076 -1.18474 -0.23 0.16 -0.01 -0.21
C 0.95571 -0.63335 -1.36505 0.92 1.19 0.72 0.05
C -0.60925 0.38905 4.41374 0.27 0.00 -0.16 -0.04
C 0.09170 -0.09480 -2.39281 -1.12 1.04 -0.97 -0.21
H -0.49253 -0.16116 6.50241 0.05 -0.15 -0.42 0.11
H 0.12136 -1.64427 1.78811 -0.01 -0.07 0.32 0.09
H 2.52435 -4.22346 1.08771 -0.08 0.10 -0.24 0.11
Cl -2.62654 2.05804 -5.30216 -0.22 0.27 -0.38 0.70
H -0.94074 1.41070 4.59672 0.12 -0.25 -0.04 0.11
C 0.43198 -4.31347 0.60574 0.20 0.79 -0.78 -0.69
C 0.60469 0.44057 -3.60789 -0.09 -0.23 0.73 -0.01
H 0.57406 4.87636 -0.47895 0.08 -0.18 -0.23 0.13
C -0.00293 -1.34603 2.83077 0.15 -0.23 0.07 -0.06
H -0.52503 5.07065 -2.76296 -0.03 0.06 -0.03 0.08
S -0.67494 1.02018 1.67247 -0.11 -0.95 0.39 0.77
C -1.30769 -0.03769 -2.19439 0.38 0.03 -0.07 -0.03
O 2.30159 3.00632 0.51206 -1.15 -1.01 -0.73 0.12
C -0.34960 -0.49610 5.47033 -0.11 0.04 -0.30 -0.07
O 0.21120 2.83758 -0.44134 1.46 -0.28 0.11 -0.04
C -1.59763 1.20807 -4.23411 0.49 -1.06 0.68 -0.70
```
Forces are in eV/Å.